C5H9NO | ωB97M-V/def2-TZVPD

Output
**Structure (SMILES)**: N/C=C/CCC=O
**Lowest unoccupied orbital energy**: 1.051 eV
**Spin multiplicity**: 1
**Orbital gap**: 9.23 eV
**E**: -8867.230 eV

```
16
C5H9NO | the OMol25 dataset | ωB97M-V/def2-TZVPD
O 0.502 1.467 -2.032
C 0.279 0.311 -2.243
C 0.823 -0.863 -1.438
C 1.137 -0.460 0.004
C -0.133 -0.429 0.821
C -0.499 0.652 1.515
N -1.612 0.646 2.373
H -0.448 -0.024 -3.014
H 1.659 -1.304 -1.956
H 0.043 -1.625 -1.486
H 1.496 0.561 0.148
H 1.929 -1.094 0.399
H -0.873 -1.228 0.747
H -0.054 1.613 1.294
H -1.780 1.506 2.868
H -2.470 0.269 1.999
```